Record 1
29
Properties=species:S:1:pos:R:3 method="wB97M-V/def2-TZVPD" spin_multiplicity=1 homo_lumo_gap_ev=8.92 e_homo_ev=-5.88 relative_energy_kj_mol=150.76 total_charge=-1
O -0.90901 2.05649 -0.64363
C 0.24359 1.59086 -0.80494
O 1.32722 2.18918 -0.61458
C 0.43492 0.08124 -1.18570
C 0.31174 -0.80722 0.02464
C 1.18126 -0.41483 1.17933
O 1.37434 -1.08227 2.16525
N -0.52251 -0.31270 -2.25166
H 1.41044 0.23476 -1.64718
H 0.52605 -1.83926 -0.29337
H -0.72250 -0.94521 0.34998
H 1.57953 0.60731 1.11616
H -0.68357 0.55305 -2.75163
H -1.40163 -0.61031 -1.84119
H 0.10219 -0.96534 4.12006
H 1.59169 -1.14459 4.18688
O 0.83138 -0.97316 4.74533
H -3.34066 0.73232 -1.60535
H -2.27421 1.21295 -0.66519
O -3.15922 0.73369 -0.65852
H -1.88813 0.01406 1.86340
H -2.34731 -0.68636 3.11687
O -1.69933 -0.76026 2.40959
H 2.87689 2.48306 0.50405
H 3.75868 2.69546 -0.63666
O 3.81852 2.55056 0.31332
H -0.68593 -1.65419 -3.33306
H -0.62501 -3.11834 -3.35746
O -1.10943 -2.42094 -3.80477



Record 2
9
Properties=species:S:1:pos:R:3 method="wB97M-V/def2-TZVPD" spin_multiplicity=1 homo_lumo_gap_ev=8.55 e_homo_ev=-8.89 smiles="O=C(OCI)SI" relative_energy_kj_mol=169.23
O 0.79138 0.18592 -1.06786
C 0.58218 -0.27811 0.01256
O -0.45606 -0.44609 0.69682
C -1.58283 0.16488 0.08090
I -1.57542 2.31803 0.25360
S 2.14917 -1.06352 0.99770
I 3.82371 -0.65186 -0.55863
H -2.41762 -0.12158 0.60238
H -1.31452 -0.10768 -1.01748



Record 3
68
Properties=species:S:1:pos:R:3 method="wB97M-V/def2-TZVPD" spin_multiplicity=1 homo_lumo_gap_ev=7.87 e_homo_ev=-7.73 relative_energy_kj_mol=42.08
Pt 0.23700 -0.54746 -1.01887
N 2.03635 -3.21365 1.65735
C 1.60931 -2.70116 0.50868
N 1.47343 -1.39634 0.63783
C 1.82258 -1.16326 1.94816
N 2.17740 -2.25601 2.58617
C 1.83833 0.14089 2.62156
C 2.37119 0.28338 3.90410
N 2.39358 1.45828 4.51594
C 1.88550 2.49050 3.84781
C 1.34108 2.34414 2.58046
N 1.31272 1.16687 1.97227
H 2.21710 -4.17733 1.87959
H 1.43600 -3.26057 -0.39003
H 2.77524 -0.57014 4.43344
H 1.91671 3.45865 4.33345
H 0.91626 3.18419 2.04205
N -1.24083 -0.79419 -4.85251
C -1.25992 0.58025 -4.77836
C -0.71615 0.89481 -3.57478
N -0.36716 -0.27238 -2.93689
C -0.71475 -1.27185 -3.71235
H -1.58838 -1.36066 -5.60521
H -1.64212 1.19605 -5.57125
H -0.50844 1.85055 -3.12626
H -0.58831 -2.31225 -3.46560
O -0.63990 -2.44199 -1.02927
C -1.75023 -2.68234 -0.21010
C -3.05333 -2.19732 -0.83953
C -4.15034 -1.64251 -0.25288
C -5.23592 -1.45725 -1.15517
C -4.94598 -1.89136 -2.40844
S -3.35469 -2.52163 -2.50302
C -1.59892 -2.04185 1.16907
C -1.36946 -2.63556 2.37442
C -1.15881 -1.69970 3.42699
C -1.22662 -0.41166 2.99501
S -1.55278 -0.32507 1.31679
C -1.88006 -4.18964 -0.03224
C -2.93982 -4.91785 0.41318
C -2.68177 -6.31578 0.43986
C -1.43253 -6.62051 -0.00217
S -0.56829 -5.21256 -0.46039
H -4.18614 -1.37788 0.79392
H -6.18220 -1.01505 -0.87895
H -5.57403 -1.85758 -3.28404
H -1.35251 -3.70860 2.50395
H -0.96321 -1.97675 4.45299
H -1.10958 0.49286 3.57117
H -3.87650 -4.46482 0.70724
H -3.39940 -7.05726 0.76035
H -0.98240 -7.59528 -0.09866
F 3.55383 8.11680 0.59236
C 3.89853 7.52131 -0.56997
F 3.47273 8.34525 -1.55113
F 5.24088 7.51479 -0.62095
C 3.30692 6.15244 -0.69311
C 4.10930 5.02897 -0.82795
C 3.53098 3.77632 -0.93643
C 2.14061 3.62304 -0.91357
C 1.34631 4.77038 -0.77757
C 1.92317 6.02049 -0.66886
C 1.54658 2.33069 -1.00602
C 1.05581 1.22147 -1.02463
H 5.18531 5.13242 -0.84694
H 4.15160 2.89710 -1.04029
H 0.26967 4.66273 -0.75704
H 1.29948 6.89947 -0.56471



Record 4
79
Properties=species:S:1:pos:R:3 method="wB97M-V/def2-TZVPD" spin_multiplicity=7 s_squared=12.11 homo_lumo_gap_ev="4.94 / 5.02" e_homo_ev="-3.15 / -3.22" total_charge=-1
Eu -0.14232 1.21074 0.09066
C 0.93358 -2.39826 0.72376
C 0.31358 -1.22176 1.43596
N -0.77402 -0.72436 0.93596
N -1.40632 0.39584 1.73896
C -1.50942 1.72254 1.87306
S -0.95982 3.38054 1.12696
S -2.65402 2.08444 3.27656
C -1.56462 1.46984 4.59016
C -2.25652 0.43404 5.45276
C -2.43312 -0.87246 4.97286
C -3.07342 -1.83736 5.75066
C -3.54762 -1.50606 7.01856
C -3.38452 -0.20906 7.50556
C -2.74382 0.75734 6.72616
C 1.04738 -0.71926 2.61086
C 1.08148 -1.49136 3.78306
C 1.81408 -1.03966 4.87336
C 2.50728 0.16224 4.77026
C 2.46388 0.90384 3.57826
C 1.73858 0.49444 2.44506
O 1.68628 1.16724 1.36206
H 0.25158 -3.25176 0.78086
H 1.89338 -2.68116 1.16456
H 1.09418 -2.14116 -0.32744
H -1.27172 2.32794 5.20566
H -0.63372 1.05224 4.20436
H -2.07732 -1.12466 3.97256
H -3.20592 -2.83886 5.35326
H -4.05192 -2.25546 7.61996
H -3.76182 0.05554 8.48816
H -2.62962 1.76934 7.10556
H 0.51858 -2.41506 3.83656
H 1.83208 -1.60756 5.79546
H 3.07488 0.54654 5.60986
H 2.99668 1.85224 3.52086
O 2.95038 -0.16466 0.04686
S 3.00408 0.37734 -1.38724
O 4.14298 1.40284 -1.29004
N 1.59858 1.25094 -1.47904
C 1.25508 2.20914 -2.62074
C 2.13828 2.41534 -3.69684
C 1.80468 3.29744 -4.73254
C 0.58608 3.98714 -4.71084
C -0.30262 3.79444 -3.64974
C -1.60412 4.49834 -3.57604
C -2.41822 4.27404 -2.53174
C -2.02092 3.32934 -1.45864
N -0.97322 2.72984 -1.46874
C 0.02188 2.91054 -2.60404
C 3.28298 -0.92316 -2.58884
C 2.54778 -2.11306 -2.51194
C 2.76308 -3.13256 -3.44504
C 3.71228 -2.96546 -4.45804
C 4.44788 -1.77906 -4.53774
C 4.23538 -0.75926 -3.60464
H 3.08598 1.90014 -3.74314
H 2.49248 3.44734 -5.55424
H 0.34098 4.66634 -5.51794
H -1.90032 5.19094 -4.35834
H -3.37542 4.78434 -2.46604
H -2.66962 3.14584 -0.61954
H 1.81068 -2.24956 -1.73084
H 2.19458 -4.05146 -3.38324
H 3.87808 -3.75446 -5.18014
H 5.18258 -1.65006 -5.32194
H 4.81138 0.15414 -3.67474
S -1.16432 -0.55876 -1.67884
C -1.61302 -1.69716 -2.78914
N -2.91662 -1.95426 -3.12254
C -3.13592 -3.11716 -3.94324
C -1.89182 -3.32006 -4.78744
S -0.55442 -2.75016 -3.69944
H -3.65262 -1.51406 -2.58204
H -4.02932 -2.96606 -4.55534
H -3.30992 -3.97016 -3.27694
H -1.91292 -2.67846 -5.67394
H -1.75912 -4.35936 -5.09784
H -2.24992 1.21074 0.09066



How do the records compare in E? In the order shown, they have -818.782340; -1221.435878; -3266.507004; -4514.722511 a.u..